A structure of composition C39H49ClHgN13O3PS. Source: OMol25; level of theory: ωB97M-V with the def2-TZVPD basis set.

```
108
Properties=species:S:1:pos:R:3
Hg -1.10907 -0.46152 1.15695
C 0.05357 -3.64244 5.91695
N -0.07627 -2.42368 5.14641
C -0.59401 -1.25036 5.62400
C -0.70171 -0.40871 4.55721
N -0.26276 -1.04722 3.43610
C 0.10176 -2.25925 3.80092
P 1.07143 -3.43392 2.82083
C 2.53839 -2.42736 2.45949
N 2.60668 -1.31466 1.76859
C 3.90687 -0.91505 1.82669
C 4.64083 -1.79989 2.56832
N 3.76613 -2.77408 2.96562
C 4.09185 -3.90315 3.81283
C 0.25745 -3.46367 1.20993
N 0.13238 -2.48550 0.32239
C -0.42783 -3.04574 -0.78871
C -0.63740 -4.37392 -0.57959
N -0.20063 -4.63879 0.68645
C -0.36379 -5.91050 1.35969
H -0.92734 -4.07474 6.11665
H 0.64981 -4.35995 5.35824
H 0.54986 -3.42825 6.86291
H -0.86384 -1.12840 6.65837
H -1.07632 0.59823 4.52998
H 4.23628 -0.00598 1.35130
H 5.68047 -1.82616 2.84597
H 5.17155 -3.93451 3.94150
H 3.62501 -3.80572 4.79337
H 3.76327 -4.83530 3.35682
H -0.66570 -2.45327 -1.65146
H -1.08514 -5.13311 -1.19627
H -0.12808 -6.71838 0.66856
H 0.31239 -5.96239 2.20904
H -1.38961 -6.02263 1.71139
C -1.24168 4.11478 -0.22768
N -0.82088 3.38560 -1.42093
C -1.71369 3.57178 -2.54327
C -0.20945 2.13213 -1.19309
N -0.71251 0.95589 -1.36517
C -1.98680 0.67865 -1.85965
C -3.12131 1.12745 -1.22664
C -4.40098 0.80037 -1.69845
C -4.54482 0.04982 -2.82796
C -3.40603 -0.44983 -3.50533
C -3.57582 -1.23387 -4.67630
C -2.49757 -1.75937 -5.32139
C -1.20342 -1.53701 -4.81520
C -0.98493 -0.76596 -3.69298
N 0.31520 -0.70399 -3.17591
C 1.31894 -0.29293 -3.84909
N 2.59536 -0.65274 -3.46087
C 2.78416 -1.71349 -2.49213
C 3.74528 0.18221 -3.71450
N 1.30094 0.57133 -4.95408
C 0.21085 1.51316 -5.09731
C 1.86616 0.10446 -6.20140
C -2.10272 -0.17696 -3.00724
N 1.09856 2.21861 -0.81933
C 1.71508 3.45653 -0.39175
C 1.79604 1.01148 -0.41211
H -2.27245 3.87299 0.05621
H -1.16723 5.19092 -0.41321
H -0.60708 3.86613 0.61908
H -2.75325 3.29857 -2.33686
H -1.37500 2.99710 -3.40316
H -1.68710 4.63121 -2.81712
H -3.02489 1.71788 -0.32498
H -5.26129 1.15160 -1.14294
H -5.52551 -0.20270 -3.21385
H -4.58317 -1.41364 -5.03275
H -2.62678 -2.36500 -6.21084
H -0.34700 -2.00529 -5.28685
H 1.82819 -1.99227 -2.06165
H 3.42740 -1.36549 -1.67803
H 3.25135 -2.59240 -2.95147
H 3.44123 1.09244 -4.22420
H 4.49406 -0.33116 -4.32975
H 4.22328 0.45758 -2.76943
H -0.14379 1.79175 -4.10824
H -0.63212 1.11641 -5.67212
H 0.58820 2.40970 -5.59795
H 2.65437 -0.62054 -6.00846
H 2.29559 0.94192 -6.75920
H 1.10277 -0.37142 -6.83221
H 1.27401 4.29709 -0.92113
H 2.77914 3.40880 -0.63840
H 1.61377 3.59321 0.68863
H 1.67322 0.83931 0.65900
H 2.85751 1.14316 -0.64307
H 1.40635 0.16153 -0.96205
Cl -3.01740 -1.99048 0.69583
O 0.73136 1.90688 2.21585
C -0.43532 2.20222 2.55004
N -1.53455 1.49626 2.00486
S -2.96373 1.92658 2.66077
O -3.49256 0.87160 3.50431
O -3.89534 2.40263 1.65247
C -2.29164 3.23240 3.59461
C -2.94684 4.15339 4.38032
C -2.19729 5.10207 5.07139
C -0.77849 5.08900 4.95284
C -0.12304 4.17624 4.17062
C -0.87203 3.20676 3.45007
H -4.02803 4.13695 4.45601
H -2.68530 5.84126 5.69251
H -0.20129 5.82814 5.49838
H 0.95720 4.18066 4.08835
```

- multiplicity = 2
- relative energy (zero: lowest compared OMol25 entry of this formula, charge and spin) (kcal per mole) = 10.9
- Kohn-Sham gap (alpha / beta) (eV) = 3.27 / 6.38
- highest occupied orbital energy (alpha / beta) (eV) = -1.3 / -4.5
- total charge = -1
- molar mass (g mol⁻¹) = 1046.99